[1]
C5H9ClN2O5S as an isolated structure, computed with ωB97M-V/def2-TZVPD.

```
! wB97M-V def2-TZVPD RIJCOSX def2/J DEFGRID3
* xyz 0 1
C 0.229 -1.013 1.145
C 0.672 1.309 0.678
C -1.056 -0.612 1.818
C -0.742 1.564 1.358
C 0.392 -0.790 -2.544
N 0.528 -0.006 0.131
N -1.020 0.288 -1.901
O -0.786 1.415 -1.752
O -1.964 -0.324 -1.820
O 2.407 0.427 -1.487
O 2.090 -1.863 -0.735
O -0.919 0.686 2.340
S 1.530 -0.638 -1.121
Cl -0.155 -2.407 -2.836
H 1.100 -1.040 1.826
H 0.144 -1.974 0.776
H 0.899 2.017 -0.172
H 1.410 1.534 1.445
H -1.976 -0.815 1.229
H -1.114 -1.342 2.598
H -0.869 2.484 1.862
H -1.483 1.418 0.649
H 0.684 -0.316 -3.486
*
```

E = -1539.79521 a.u.
largest force on an atom = 6.47 eV/A
LUMO energy = 0.0 eV
HOMO-LUMO gap = 0.3493 hartree
E_HOMO = -9.489 eV

***

[2]
C36H35BeFIN4O3Si as an isolated structure, computed with ωB97M-V/def2-TZVPD.

```
! wB97M-V def2-TZVPD RIJCOSX def2/J DEFGRID3
* xyz -1 1
Be 0.474 -1.156 -0.773
C -2.178 5.226 -2.175
C -2.384 4.797 -0.721
C -1.813 5.873 0.203
C -2.078 5.496 1.650
C -1.436 4.168 1.921
C -1.001 3.838 3.191
C -0.371 2.625 3.422
F 0.004 2.314 4.685
C -0.139 1.740 2.399
C -0.610 2.042 1.120
C -0.409 1.058 0.067
O 0.220 0.006 0.319
C -1.036 1.355 -1.178
C -1.675 2.540 -1.354
N -1.755 3.515 -0.409
C -1.272 3.258 0.863
C -0.888 0.406 -2.350
O -1.329 0.750 -3.440
O -0.303 -0.695 -2.103
H -2.472 6.269 -2.275
H -2.777 4.648 -2.872
H -1.132 5.135 -2.456
H -3.467 4.710 -0.531
H -2.276 6.831 -0.030
H -0.736 5.957 0.041
H -3.158 5.421 1.820
H -1.677 6.249 2.330
H -1.133 4.524 4.012
H 0.377 0.807 2.554
H -2.132 2.726 -2.313
I -1.354 -6.357 -3.654
C 0.321 -5.108 -3.341
C 1.560 -5.466 -3.837
C 2.622 -4.610 -3.593
C 2.382 -3.457 -2.860
N 1.193 -3.131 -2.396
C 0.173 -3.926 -2.632
H 1.699 -6.380 -4.395
H 3.610 -4.836 -3.964
H 3.175 -2.759 -2.639
H -0.780 -3.610 -2.241
C 0.259 -2.416 3.315
Si 0.995 -2.912 1.601
C 2.679 -2.054 1.552
C 1.464 -4.776 1.762
N 0.011 -2.534 0.230
C -1.273 -3.019 0.180
C -1.762 -3.981 1.080
C -3.042 -4.486 1.007
C -3.922 -4.060 0.027
C -3.479 -3.098 -0.864
C -2.197 -2.594 -0.793
H 1.021 -2.443 4.091
H -0.549 -3.067 3.635
H -0.142 -1.408 3.288
H 3.207 -2.211 2.488
H 2.535 -0.994 1.410
H 3.304 -2.429 0.750
H 2.235 -4.910 2.517
H 1.846 -5.166 0.823
H 0.619 -5.393 2.049
H -1.117 -4.339 1.860
H -3.359 -5.224 1.733
H -4.923 -4.461 -0.031
H -4.147 -2.733 -1.634
H -1.904 -1.841 -1.501
C 2.449 -0.295 -1.380
C 2.583 0.954 -0.746
C 1.875 2.109 -1.178
C 1.781 3.237 -0.405
C 2.399 3.295 0.855
C 3.250 2.231 1.216
C 3.355 1.118 0.437
C 2.161 4.364 1.719
N 1.909 5.238 2.432
H 3.199 -1.034 -1.138
H 2.173 -0.275 -2.423
H 1.383 2.079 -2.142
H 1.220 4.100 -0.747
H 3.826 2.304 2.129
H 4.034 0.328 0.731
*
```

E = -2539.66406 a.u.
largest force on an atom = 1.12 eV/A
LUMO energy = 2.2 eV
HOMO-LUMO gap = 0.2261 hartree
E_HOMO = -3.972 eV

***

[3]
A 2-piece molecular cluster, C15H24F8N2O4 overall, computed with ωB97M-V/def2-TZVPD.

```
! wB97M-V def2-TZVPD RIJCOSX def2/J DEFGRID3
* xyz 0 1
C -1.083 -0.296 1.026
C -0.432 0.598 2.092
C 0.933 0.087 2.578
C 1.961 1.241 2.681
N 3.110 1.032 1.785
C 2.843 1.418 0.437
O 1.722 0.796 -0.175
C 2.048 -0.097 -1.104
O 1.346 -0.795 -1.636
O 3.374 -0.037 -1.368
C 3.947 0.951 -0.540
C 5.388 0.803 -0.092
C 5.768 -0.404 0.776
C 5.319 -1.760 0.267
N 3.967 -2.103 0.749
H -2.119 -0.486 1.246
H -1.072 0.215 0.074
H -0.544 -1.221 0.887
H -0.343 1.583 1.662
H -1.087 0.704 2.949
H 0.876 -0.431 3.521
H 1.328 -0.586 1.836
H 2.361 1.206 3.687
H 1.505 2.223 2.583
H 3.856 1.648 2.078
H 2.716 2.475 0.216
H 4.019 1.820 -1.204
H 6.035 0.897 -0.947
H 5.588 1.685 0.509
H 6.853 -0.425 0.793
H 5.463 -0.281 1.800
H 5.377 -1.823 -0.813
H 5.975 -2.516 0.679
H 3.543 -1.295 1.188
H 3.372 -2.344 -0.032
F -6.339 0.705 -2.724
C -5.760 -0.122 -3.625
F -6.740 -0.648 -4.400
C -5.012 -1.250 -2.922
F -5.875 -2.040 -2.246
F -4.448 -2.022 -3.893
C -3.881 -0.810 -1.987
O -4.217 -0.709 -0.620
C -4.826 0.445 -0.193
F -4.785 1.393 -1.153
F -4.104 0.904 0.854
C -6.254 0.192 0.285
F -6.990 -0.362 -0.701
F -6.830 1.370 0.625
H -5.084 0.454 -4.265
H -3.129 -1.596 -2.028
H -3.383 0.091 -2.347
H -6.257 -0.474 1.151
*
```

E = -1795.33131 a.u.
largest force on an atom = 7.32 eV/A
LUMO energy = 0.4 eV
SMILES = CCCCN[C@@H]1OC(=O)O[C@@H]1CCCN.FC(F)C(F)(F)COC(F)(F)C(F)F
HOMO-LUMO gap = 0.3471 hartree
E_HOMO = -9.028 eV

***

[4]
C14H15CaI2N3O as an isolated structure, computed with ωB97M-V/def2-TZVPD.

```
! wB97M-V def2-TZVPD RIJCOSX def2/J DEFGRID3
* xyz 0 1
Ca 0.033 0.619 -0.771
O -0.773 -0.465 2.695
C -0.353 0.479 1.964
N 0.790 0.562 1.357
C 1.701 -0.527 1.613
C 2.373 -1.068 0.387
C 3.556 -1.805 0.507
C 4.196 -2.241 -0.635
C 3.641 -1.936 -1.874
C 2.442 -1.247 -1.898
N 1.826 -0.832 -0.797
C -1.383 1.518 1.637
C -2.180 2.114 2.611
C -3.281 2.851 2.210
C -3.549 2.978 0.852
C -2.678 2.382 -0.042
N -1.630 1.672 0.344
H 1.162 -1.355 2.106
H 2.484 -0.183 2.302
H 3.959 -2.027 1.484
H 5.118 -2.805 -0.570
H 4.115 -2.243 -2.793
H 1.943 -1.007 -2.831
H -1.938 1.974 3.652
H -3.927 3.314 2.942
H -4.410 3.526 0.500
H -2.803 2.467 -1.116
I -1.669 -2.041 0.864
C -2.470 -3.231 -0.761
I -1.691 -2.612 -2.673
H -3.547 -3.114 -0.799
H -2.201 -4.274 -0.637
C 0.255 1.949 -2.696
H 0.158 3.015 -2.471
H -0.490 1.747 -3.470
H 1.223 1.847 -3.193
*
```

E = -2055.01548 a.u.
largest force on an atom = 1.86 eV/A
LUMO energy = 0.0 eV
HOMO-LUMO gap = 0.2549 hartree
E_HOMO = -6.945 eV

***

[5]
A 3-piece molecular cluster, C27H38BClO6 overall, computed with ωB97M-V/def2-TZVPD.

```
! wB97M-V def2-TZVPD RIJCOSX def2/J DEFGRID3
* xyz 0 1
C 0.818 0.808 0.543
C 1.177 -0.646 0.910
O 1.494 -1.485 -0.207
B 0.505 -1.565 -1.168
O 0.911 -1.602 -2.493
C -1.025 -1.624 -0.727
C -1.534 -2.556 0.161
C -2.864 -2.521 0.526
C -3.701 -1.555 0.023
C -3.178 -0.641 -0.878
C -1.863 -0.647 -1.261
C -4.146 0.375 -1.448
O -4.066 0.666 -2.625
C -5.177 0.899 -0.482
C -5.684 -0.018 0.428
C -6.619 0.351 1.359
C -7.036 1.667 1.382
C -6.535 2.573 0.484
C -5.595 2.226 -0.470
C -5.084 3.324 -1.383
Cl -3.314 3.610 -1.085
C -5.458 3.171 -2.886
C -4.292 3.356 -3.878
C -5.157 -1.443 0.400
O -5.842 -2.406 0.696
H 1.288 1.146 -0.385
H -0.272 0.926 0.503
H 1.152 1.436 1.378
H 2.087 -0.601 1.521
H 0.396 -1.052 1.565
H 0.654 -0.786 -2.937
H -0.864 -3.301 0.584
H -3.264 -3.250 1.228
H -1.524 0.106 -1.968
H -7.036 -0.339 2.085
H -7.759 1.977 2.132
H -6.873 3.607 0.533
H -5.562 4.244 -1.040
H -6.171 3.970 -3.135
H -5.957 2.227 -3.116
H -3.938 4.394 -3.855
H -3.447 2.700 -3.674
H -4.637 3.182 -4.905
C 5.251 -5.714 0.717
C 5.282 -5.847 -0.797
O 4.000 -5.961 -1.384
C 3.126 -4.862 -1.188
C 3.639 -3.556 -1.766
H 4.666 -6.522 1.161
H 6.263 -5.747 1.122
H 4.798 -4.772 1.029
H 5.815 -6.761 -1.062
H 5.838 -5.018 -1.249
H 2.889 -4.749 -0.123
H 2.194 -5.130 -1.688
H 4.527 -3.202 -1.237
H 2.880 -2.785 -1.690
H 3.911 -3.680 -2.816
C 5.761 2.355 3.766
C 4.893 2.014 2.566
O 3.615 2.624 2.596
C 3.595 4.040 2.593
C 4.224 4.656 1.355
H 5.228 2.149 4.695
H 6.680 1.770 3.747
H 6.039 3.411 3.774
H 4.710 0.938 2.555
H 5.409 2.253 1.630
H 4.062 4.431 3.504
H 2.543 4.324 2.635
H 5.299 4.470 1.313
H 4.074 5.736 1.351
H 3.782 4.236 0.450
*
```

E = -1988.16392 a.u.
largest force on an atom = 1.89 eV/A
LUMO energy = -0.7 eV
SMILES = CCOB(O)c1ccc2c(c1)C(=O)c1c(cccc1[C@@H](Cl)CC)C2=O.CCOCC.CCOCC
HOMO-LUMO gap = 0.3198 hartree
E_HOMO = -9.405 eV

***

[6]
C14H15N3O2S2SiTm as an isolated structure, computed with ωB97M-V/def2-TZVPD.

```
! wB97M-V def2-TZVPD RIJCOSX def2/J DEFGRID3
* xyz -1 3
Tm -0.268 1.850 -0.007
N 1.903 2.610 0.367
C 2.537 3.004 -0.940
C 1.654 2.668 -2.182
O 2.138 2.833 -3.305
O 0.427 2.257 -1.873
H 1.765 3.347 1.070
H 2.560 1.964 0.834
H 3.445 2.422 -1.160
H 2.842 4.051 -0.961
S -2.672 1.898 -1.064
C -2.906 2.052 0.592
C -3.694 1.087 1.259
N -4.147 0.146 1.790
C -2.486 3.138 1.528
S -1.036 4.051 1.400
C -3.151 3.230 2.799
N -3.751 3.478 3.759
C -0.928 -1.582 1.970
Si -0.956 -0.949 0.219
C -2.414 -1.894 -0.529
C 0.504 -1.995 -0.505
C 1.744 -1.835 0.205
C 2.864 -2.519 -0.228
C 2.822 -3.301 -1.354
C 1.634 -3.519 -2.007
C 0.472 -2.832 -1.496
H -0.749 -2.634 2.064
H -1.991 -1.463 2.182
H -0.411 -0.982 2.706
H -2.535 -2.862 -0.060
H -2.408 -2.006 -1.612
H -3.193 -1.192 -0.245
H 1.794 -1.064 1.002
H 3.780 -2.503 0.414
H 3.717 -3.797 -1.786
H 1.591 -4.060 -2.909
H -0.497 -3.098 -1.938
*
```

E = -3028.42154 a.u.
largest force on an atom = 5.83 eV/A
LUMO energy (spin up / spin down) = 1.8 / 1.8 eV
HOMO-LUMO gap (spin up / spin down) = 0.2324 / 0.2320 hartree
E_HOMO (spin up / spin down) = -4.485 / -4.471 eV

***

[7]
C15H23N5O3SeW as an isolated structure, computed with ωB97M-V/def2-TZVPD.

```
! wB97M-V def2-TZVPD RIJCOSX def2/J DEFGRID3
* xyz 2 1
W 0.496 -0.731 -0.340
C 2.019 -1.386 1.192
C 0.719 -1.751 1.645
C 0.028 -2.767 0.896
C 0.773 -3.735 0.144
C 2.022 -3.389 -0.282
C 2.525 -2.086 0.046
H 2.680 -0.788 1.821
H 0.374 -1.464 2.636
H -0.959 -3.069 1.251
H 0.344 -4.705 -0.060
H 2.635 -4.068 -0.852
H 3.561 -1.884 -0.227
N 2.149 0.076 -1.715
C 2.151 -0.875 -2.865
C 0.718 -1.402 -3.125
O 0.244 -1.433 -4.238
N 0.106 -1.764 -1.973
C -1.265 -2.241 -2.069
C -2.143 -1.467 -1.065
O -3.334 -1.509 -1.036
O -1.424 -0.732 -0.208
H 1.932 1.012 -2.090
H 3.117 0.170 -1.374
H 2.783 -1.740 -2.639
H 2.523 -0.412 -3.784
H -1.327 -3.309 -1.812
H -1.656 -2.130 -3.090
C -1.633 0.494 2.940
N -1.547 1.887 2.597
C -2.312 2.878 3.135
C -1.903 4.050 2.582
N -0.894 3.768 1.714
C -0.184 4.747 0.935
C -0.688 2.439 1.721
Se 0.728 1.564 0.787
H -2.532 0.331 3.530
H -0.764 0.214 3.540
H -1.687 -0.115 2.030
H -3.082 2.691 3.856
H -2.259 5.047 2.748
H -0.385 5.736 1.341
H -0.513 4.719 -0.106
H 0.890 4.555 0.981
N -0.579 0.967 -2.096
H -1.566 1.011 -1.814
H -0.607 0.649 -3.073
H -0.273 1.945 -2.135
*
```

E = -3552.87045 a.u.
largest force on an atom = 2.60 eV/A
LUMO energy (spin up / spin down) = -8.6 / -8.7 eV
HOMO-LUMO gap (spin up / spin down) = 0.2117 / 0.2196 hartree
E_HOMO (spin up / spin down) = -14.386 / -14.627 eV

***

[8]
C20H60CaN5O9P as an isolated structure, computed with ωB97M-V/def2-TZVPD.

```
! wB97M-V def2-TZVPD RIJCOSX def2/J DEFGRID3
* xyz 4 1
Ca 1.437 2.245 2.277
P 0.418 0.520 0.374
O 0.989 0.138 1.822
O -1.119 0.485 0.449
O 1.003 -0.336 -0.725
O 0.797 2.035 0.270
C 2.402 -4.367 -0.643
C 1.691 -3.840 0.588
C 1.927 -4.645 1.839
O 1.136 -4.081 2.857
C 1.456 -4.624 4.153
N 2.137 -2.427 0.926
H 1.611 -2.153 1.766
H 3.135 -2.336 1.113
H 1.826 -1.711 0.230
H 3.479 -4.406 -0.451
H 2.235 -3.733 -1.510
H 2.070 -5.390 -0.800
H 0.624 -3.708 0.394
H 2.997 -4.590 2.094
H 1.645 -5.686 1.656
H 0.749 -4.158 4.836
H 2.496 -4.424 4.409
H 1.252 -5.696 4.232
C -0.952 0.162 -3.692
C -1.540 -1.180 -3.340
C -0.643 -2.266 -3.912
O -1.087 -3.559 -3.661
C -2.174 -3.994 -4.494
N -1.487 -1.380 -1.856
H -1.580 -2.372 -1.617
H -0.587 -0.994 -1.500
H -2.207 -0.875 -1.334
H -1.286 0.986 -3.064
H -1.117 0.337 -4.755
H 0.141 0.125 -3.615
H -2.544 -1.358 -3.714
H 0.369 -2.163 -3.500
H -0.512 -2.085 -4.989
H -1.853 -4.093 -5.533
H -3.030 -3.323 -4.408
H -2.453 -4.983 -4.144
C 3.637 0.181 -3.537
C 3.901 1.470 -2.795
C 3.085 2.637 -3.276
O 3.583 3.772 -2.608
C 3.563 4.969 -3.385
N 3.498 1.270 -1.350
H 3.941 0.502 -0.845
H 3.571 2.159 -0.847
H 2.488 1.031 -1.295
H 4.423 -0.551 -3.327
H 3.576 0.294 -4.617
H 2.718 -0.329 -3.224
H 4.955 1.735 -2.786
H 2.030 2.528 -2.980
H 3.180 2.699 -4.362
H 2.538 5.230 -3.677
H 4.138 4.875 -4.309
H 3.949 5.777 -2.773
C -3.481 3.137 -0.901
C -2.461 4.001 -0.220
C -2.889 5.413 0.014
O -1.811 6.125 0.560
C -2.227 7.277 1.291
N -2.079 3.308 1.080
H -1.796 2.334 0.814
H -1.232 3.717 1.500
H -2.806 3.288 1.799
H -3.907 3.618 -1.783
H -4.362 2.926 -0.284
H -3.095 2.168 -1.225
H -1.523 3.961 -0.777
H -3.829 5.454 0.585
H -3.158 5.837 -0.965
H -2.897 7.005 2.110
H -2.656 8.063 0.666
H -1.339 7.729 1.735
C -2.741 -2.463 2.691
C -2.351 -1.380 3.665
C -1.473 -1.860 4.798
O -1.197 -0.773 5.631
C -0.451 -1.165 6.764
N -1.628 -0.282 2.941
H -1.823 -0.106 1.918
H -1.629 0.689 3.268
H -0.605 -0.430 2.858
H -1.967 -2.853 2.030
H -3.556 -2.155 2.026
H -3.198 -3.262 3.279
H -3.247 -0.942 4.108
H -0.529 -2.250 4.367
H -1.981 -2.707 5.269
H 0.563 -1.502 6.513
H -0.930 -1.934 7.379
H -0.334 -0.331 7.458
*
```

E = -2766.77173 a.u.
largest force on an atom = 2.04 eV/A
LUMO energy = -11.8 eV
HOMO-LUMO gap = 0.2586 hartree
E_HOMO = -18.874 eV

***

The molecular weight results, record by record, are as follows: 244.66 754.70 448.35 535.18 504.86 518.45 584.18 585.78 g/mol.